DFT (ωB97M-V/def2-TZVPD) results for a 12-piece molecular cluster, C14H52N8O12 overall in a non-equilibrium geometry.

Structure (XYZ):
```
86
Properties=species:S:1:pos:R:3:lowdin_charge:R:1
O -2.9541 -4.4664 1.8581 -0.13
O 1.0033 -5.8545 0.3234 -0.12
O -2.9635 -0.3255 -1.4145 -0.13
O 2.8752 2.1116 -3.1406 -0.01
O 0.4710 1.4637 -1.3006 -0.13
O 1.7229 1.6483 3.7296 -0.14
O -0.5241 1.0164 4.9804 -0.15
O -0.2846 -4.3717 2.4073 -0.10
O -0.4777 1.1820 -6.3799 0.04
O -1.7611 2.8154 3.3005 0.03
O -2.4028 2.3810 -1.8717 -0.15
O 0.3445 4.3232 -2.3666 0.00
N 0.4772 2.3264 -4.6829 0.15
N -2.5764 2.1910 1.2187 0.17
N 4.6367 2.1887 -1.8606 0.18
N 2.9357 3.6770 -1.5288 0.20
N -0.3618 1.9728 1.7441 0.19
N 1.5252 0.3633 -5.3983 0.11
N 0.1481 4.8434 -0.1757 0.17
N -1.2057 5.8550 -1.7931 0.17
C -1.5684 2.3608 2.1793 -0.65
C -2.9169 2.6495 -3.1693 -0.10
C 0.4314 1.3151 -5.6059 -0.64
C 3.4346 2.6558 -2.1973 -0.70
C -1.3199 -0.1729 4.7242 -0.10
C 2.7227 0.6973 3.6063 -0.17
C 1.4716 -0.5732 -0.6167 -0.08
C -2.6845 -1.0857 -0.2234 -0.14
C 0.4143 -6.5667 -0.7188 -0.15
C 0.9173 -4.2366 3.1492 -0.30
C -3.1171 -5.0911 0.6191 -0.19
C -0.2710 4.9145 -1.4965 -0.65
C 1.2206 -5.3478 4.1404 -0.08
C 0.6734 0.0836 -1.7422 -0.24
H 0.6032 -5.2896 5.0628 0.08
H -0.3130 1.2667 1.0337 0.07
H 1.6706 -3.9573 2.3898 0.11
H -4.1162 -4.8217 0.2842 0.08
H 0.7840 -6.2865 -1.7528 0.10
H -2.5149 -0.4117 0.6225 0.06
H -0.0454 -4.8634 1.6395 0.03
H -2.0343 -4.2466 2.0927 0.03
H 1.0860 -6.3851 3.7851 0.08
H -3.2977 1.7827 -3.6655 0.08
H -0.2967 2.9806 -4.6671 0.08
H -3.3628 2.6886 1.6161 0.10
H -0.7652 -0.9862 5.2129 0.08
H 2.5596 -0.3101 -0.5265 0.09
H -3.4793 -1.7847 -0.0094 0.07
H 2.1591 -5.1405 4.6327 0.06
H 0.8565 -3.2515 3.7190 0.12
H -0.7588 1.7843 4.4799 0.01
H -2.4963 2.4458 0.2540 0.05
H 1.1230 -0.3378 0.3844 0.05
H 0.9491 1.9738 -1.9755 0.03
H 3.3484 4.1475 -0.7074 0.14
H 1.3486 2.5119 -4.1669 0.05
H 1.9542 -5.7866 0.1761 0.10
H 3.5458 1.1139 3.0392 0.07
H -1.4398 -0.3966 3.6739 0.06
H 1.7651 -0.1855 -6.2341 0.09
H 1.4245 -1.6237 -0.6673 0.05
H 0.4044 3.8963 0.0746 0.07
H 5.2688 2.7216 -1.2940 0.10
H 0.5694 -7.5875 -0.5872 0.06
H 2.1993 4.1188 -2.0426 0.07
H -2.3787 -4.8333 -0.0828 0.04
H 0.2769 1.7744 2.4864 0.06
H -0.2484 -0.4614 -1.8782 0.09
H -0.4982 5.2918 0.4891 0.11
H -0.6701 -6.2226 -0.8380 0.10
H 1.1235 1.2035 4.3328 0.03
H 5.0369 1.5301 -2.4624 0.09
H 2.3877 -0.2165 3.0304 0.09
H -2.3409 -0.1343 5.1989 0.10
H -1.4742 2.1767 -1.8836 0.04
H 2.3318 0.8616 -5.0306 0.05
H -2.1461 3.1634 -3.7547 0.07
H 1.2941 0.0569 -2.6662 0.10
H -1.6774 6.3608 -1.0665 0.10
H 3.0510 0.4342 4.6008 0.08
H -1.3563 6.1735 -2.7592 0.13
H -3.6996 3.3591 -3.0929 0.07
H -3.0271 -6.1836 0.6911 0.08
H -1.7652 -1.6801 -0.2562 0.06
H -2.9549 0.6223 -1.2323 0.02
```

Its SMILES is NC(N)=O.NC(N)=O.NC(N)=O.NC(N)=O.CCO.CCO.CO.CO.CO.CO.CO.CO. As for the frontier orbital gap: 9.554 eV. The largest force on an atom is 3.883 eV/A. As for the multiplicity: 1. The energy above the lowest of the compared OMol25 structures with the same formula, charge and spin is 0.00 kJ/mol. Its molar mass is 524.6 g/mol.